# 1
A molecular structure, C26H42BBaN8O4Te, computed with the ωB97M-V functional and the def2-TZVPD basis.

Each line ends with the Löwdin spin population.
Element x y z (Å)
O -0.950 -0.679 -3.238  0.000
H -0.977 3.897 -1.125  -0.001
H 3.638 1.318 3.019  0.000
H 1.812 4.698 1.717  0.016
H 0.781 3.550 -3.500  0.000
H -2.452 0.182 -4.397  0.000
C -2.079 -1.714 4.051  0.000
Te 0.361 2.715 0.805  0.651
H 4.774 0.938 0.570  0.000
C -2.800 1.670 0.538  0.032
H -3.796 2.685 2.260  0.000
C 1.975 1.751 -3.568  0.001
C 0.097 -2.061 6.989  0.000
C 2.930 -0.439 -3.387  0.000
C -3.102 1.953 1.876  0.016
H -1.316 4.701 0.449  0.010
H 1.349 -2.632 -4.615  0.000
H 2.922 2.292 -3.669  0.000
H 0.493 -1.132 7.397  0.000
Ba 0.044 -0.178 -0.880  0.004
H 1.577 3.491 3.035  -0.001
H -0.965 -1.621 -5.088  0.000
C -3.402 2.287 -0.686  0.002
H 1.162 0.651 3.990  0.000
N 0.049 -1.301 4.662  0.000
C -1.120 1.716 -3.721  0.000
C 0.972 2.656 -2.902  0.012
C -0.865 -4.327 0.927  0.000
N -1.022 -2.273 0.026  0.000
B -0.578 -0.855 2.216  0.003
H 0.014 -3.254 -3.661  0.000
H 3.031 -1.739 -1.667  0.000
H 3.678 0.570 -0.766  0.000
H -2.923 -1.776 3.380  0.000
H 3.181 -2.553 -3.223  0.000
H -2.510 -4.676 -1.444  0.000
H 1.389 2.993 -1.952  0.015
C -0.551 4.299 -0.214  0.051
H -4.156 1.634 -1.129  0.001
H -2.316 0.857 3.667  0.000
N -1.672 0.257 1.760  0.004
H -2.535 0.469 -2.662  0.000
H -1.888 -3.230 -2.218  0.000
C 0.613 -2.369 -3.852  0.000
N -1.906 0.670 0.462  0.031
H 1.659 1.458 -4.574  0.000
H -2.712 -2.539 5.983  0.000
O 2.130 0.581 -2.770  0.001
H 0.344 -0.450 -4.838  0.000
C 1.100 4.063 2.246  0.058
C -0.607 -1.824 5.677  0.000
C -1.620 -4.054 -1.556  0.000
C 2.662 -1.752 -2.692  0.000
C -1.159 -3.567 -0.222  0.000
C -2.374 1.035 2.605  0.006
H 0.222 5.041 -0.408  0.010
H -0.521 1.677 -4.632  0.000
C -0.559 -3.408 1.893  0.000
H 3.991 -0.185 -3.319  0.000
H 0.253 4.646 2.606  0.007
H -2.656 2.500 -1.455  0.000
C 2.832 0.814 2.508  0.006
O 1.264 -2.035 -2.619  0.000
N -0.887 -1.205 3.639  0.000
H 2.670 -0.492 -4.449  0.000
H -1.846 2.525 -3.831  0.000
H 0.924 -2.761 6.874  0.000
N -0.668 -2.163 1.361  0.000
N 0.897 -0.184 2.078  0.030
C -0.253 -1.230 -4.357  0.000
H -0.887 -5.399 1.034  0.000
C 1.597 0.502 3.017  0.002
C -1.952 -2.104 5.353  0.000
C -1.854 0.405 -3.512  0.000
C 3.991 0.261 0.234  0.001
O -0.263 1.978 -2.592  0.002
H -0.294 -3.525 2.932  0.000
H -0.864 -4.666 -2.052  0.000
H -3.899 3.223 -0.433  0.000
H -0.586 -2.479 7.728  0.000
C 2.853 0.267 1.209  0.022
N 1.679 -0.316 0.944  0.004
H 4.431 -0.735 0.161  0.000

Force components x, y, z for each atom (eV/Å):
O -0.499 0.081 -0.466
H -0.053 0.173 -0.074
H -0.043 -0.049 -0.041
H 0.005 0.016 0.144
H 0.018 -0.042 -0.125
H -0.066 0.027 -0.032
C -0.090 0.013 0.067
Te 0.233 0.621 0.753
H -0.009 -0.005 0.001
C 0.049 -0.051 0.028
H 0.031 -0.055 -0.051
C 0.179 -0.302 -0.100
C -0.260 -0.013 -0.107
C -0.059 0.378 -0.045
C -0.032 0.066 0.029
H -0.030 0.067 -0.087
H -0.004 0.002 -0.039
H 0.036 -0.010 -0.004
H 0.028 0.014 -0.063
Ba 0.457 -0.674 -2.567
H 0.010 0.111 0.018
H -0.021 0.026 -0.060
C 0.037 0.108 0.012
H 0.082 0.023 0.062
N -0.680 0.155 -0.729
C 0.218 0.060 -0.033
C -0.400 -0.153 0.012
C 0.004 -0.112 -0.126
N -0.492 -0.420 0.940
B 0.241 0.099 -0.420
H -0.104 0.015 0.068
H -0.105 0.023 0.045
H -0.051 -0.017 0.045
H 0.040 0.020 0.036
H 0.074 -0.018 0.006
H 0.045 -0.014 0.046
H -0.067 -0.036 0.122
C -0.095 -0.063 -0.069
H 0.017 -0.047 0.081
H -0.064 0.100 -0.035
N 0.282 -0.080 -0.420
H 0.084 -0.087 0.076
H 0.051 0.108 0.087
C 0.292 0.016 0.192
N -1.067 0.230 1.294
H -0.037 0.041 -0.045
H 0.091 0.029 -0.024
O 0.049 0.089 -0.043
H 0.041 -0.019 0.005
C 0.037 -0.147 0.009
C 0.552 -0.101 0.672
C -0.048 -0.114 -0.111
C -0.293 -0.109 -0.205
C 0.025 -0.139 0.090
C 0.228 -0.231 0.051
H -0.080 0.071 -0.070
H -0.011 0.010 -0.006
C -0.019 0.348 0.057
H 0.032 0.004 0.012
H 0.076 -0.007 0.052
H 0.010 -0.051 0.048
C 0.290 0.159 -0.109
O 0.101 -0.022 -0.111
N 0.478 0.014 0.445
H -0.010 -0.062 -0.025
H -0.002 0.038 -0.006
H 0.025 0.032 -0.075
N -0.014 0.257 -0.234
N -0.036 -0.124 -0.290
C -0.111 0.215 0.031
H -0.006 0.070 -0.024
C -0.540 -0.271 -0.127
C -0.170 -0.049 -0.141
C 0.374 -0.296 -0.209
C -0.056 0.046 0.064
O 0.132 0.277 -0.183
H -0.011 -0.101 -0.056
H 0.014 -0.007 0.098
H 0.016 -0.019 0.003
H -0.030 0.015 -0.074
C -0.215 0.081 0.197
N 0.932 -0.228 1.828
H -0.033 -0.003 0.032

- Spin multiplicity: 2
- Frontier orbital gap (spin up / spin down): 8.2 / 4.7 eV
- Total charge: +2
- HOMO (spin up / spin down): -0.4914 / -0.4914 hartree
- Max |F|: 2.69 eV/A


# 2
2 unconnected molecules or ions with the total composition CH3NOS, computed with the ωB97M-V functional and the def2-TZVPD basis.

Each line ends with the Löwdin charge.
Element x y z (Å)
H -0.190 1.915 0.037  -0.167
H 1.074 0.613 -0.781  -0.107
N 2.876 -0.123 0.022  -0.237
O 3.815 -0.478 0.619  0.052
C 2.071 0.338 -0.687  0.107
S -1.044 1.039 -0.524  0.563
H -0.712 1.348 -1.741  -0.210

Force components x, y, z for each atom (eV/Å):
H -0.248 0.022 -0.156
H -1.016 0.102 -0.382
N -1.362 1.336 -1.592
O 1.605 -0.993 1.239
C 1.587 -0.786 0.676
S -0.873 -0.117 1.315
H 0.306 0.435 -1.101

- Spin multiplicity: 1
- Frontier orbital gap: 10.5 eV
- HOMO: -0.3661 hartree
- SMILES string: C#[N+][O-].S
- Max |F|: 2.48 eV/A


# 3
2 unconnected molecules or ions with the total composition C6H14O2, computed with the ωB97M-V functional and the def2-TZVPD basis.

Each line ends with the Löwdin charge.
Element x y z (Å)
H -2.897 -0.010 0.236  0.121
H 2.444 2.536 -0.629  0.054
O 3.281 -1.156 -0.476  -0.058
H -1.658 -0.095 1.139  0.101
H -0.172 -0.199 -1.276  0.113
H -1.587 0.706 -1.680  0.104
C 2.051 1.996 0.210  -0.013
H -0.113 2.471 -1.143  0.110
H -0.959 -2.124 -0.602  0.091
O -1.353 -2.351 1.346  -0.090
H 2.634 -1.830 -0.259  0.025
C -0.953 0.429 -0.848  -0.203
C -1.758 -1.847 0.033  -0.219
C -1.853 -0.331 0.104  -0.191
H 3.549 -0.839 0.393  0.029
H -2.664 -2.375 -0.227  0.109
H 2.875 1.676 0.848  0.046
C -0.394 1.763 -0.359  -0.211
H -0.882 -3.162 1.192  0.060
C 0.836 1.554 0.476  -0.194
H -1.170 2.297 0.185  0.112
H 0.744 0.894 1.336  0.103

Force components x, y, z for each atom (eV/Å):
H -0.090 0.116 -1.461
H -0.634 0.471 -0.516
O 0.073 -0.065 0.180
H 1.214 -0.054 0.574
H 0.139 -0.061 0.264
H -0.122 -0.100 -0.660
C 1.098 -0.622 0.544
H -0.117 -0.412 -0.411
H 0.585 -0.247 -1.237
O -0.436 0.733 -0.223
H -0.151 -0.140 -0.130
C -0.940 0.775 -0.975
C 0.241 -0.080 1.683
C -0.614 -0.342 1.628
H 0.085 0.162 -0.080
H -0.386 0.109 -0.379
H -0.215 0.067 0.159
C 0.690 0.197 0.490
H 0.190 -0.548 0.051
C -0.282 -0.020 0.053
H -0.151 -0.049 0.377
H -0.177 0.111 0.068

- Spin multiplicity: 1
- Frontier orbital gap: 10.1 eV
- HOMO: -0.3504 hartree
- SMILES string: C=CCCCCO.O
- Max |F|: 1.77 eV/A


# 4
C9H9ClNP in the gas phase, computed with the ωB97M-V functional and the def2-TZVPD basis.

Each line ends with the Löwdin charge.
Element x y z (Å)
N 0.505 1.619 -0.715  0.076
C 1.079 -0.136 0.697  -0.414
C -1.434 -0.209 1.863  -0.125
H -1.338 -0.590 -3.578  0.035
H -2.000 1.357 0.503  0.124
C -1.388 -0.117 -2.563  -0.356
H 2.441 2.341 -0.894  0.102
Cl 1.109 -1.456 -1.926  0.314
H -2.500 -0.065 -2.351  0.033
H -1.012 0.932 -2.616  0.030
H -0.659 -1.727 3.136  0.118
H 1.693 -1.691 1.873  0.110
C -0.379 -1.130 2.228  -0.072
P -0.665 -1.140 -1.123  0.665
H 3.309 0.156 0.609  0.134
H -2.353 -0.156 2.555  0.133
C -0.060 0.445 0.028  -0.547
C 0.857 -1.094 1.642  -0.073
C 2.248 0.459 0.320  -0.022
C -1.244 0.640 0.847  -0.105
C 1.790 1.560 -0.534  -0.160

Force components x, y, z for each atom (eV/Å):
N -0.382 -1.071 0.054
C 1.610 1.408 -0.909
C -1.159 0.332 1.527
H 0.364 0.091 1.067
H 0.360 -0.236 0.280
C -1.459 0.205 0.164
H 0.013 0.081 -0.384
Cl 1.581 -0.792 -1.119
H 1.072 0.070 -0.122
H -0.034 -0.973 0.157
H 0.825 0.132 -1.149
H 0.613 -0.885 0.964
C -0.050 -0.709 1.291
P -0.892 2.127 -0.539
H -1.759 0.599 -0.496
H 1.500 -0.104 -1.403
C 1.026 1.626 -1.443
C -1.973 -1.605 1.931
C 0.344 -0.229 0.019
C -1.256 0.351 -0.414
C -0.343 -0.419 0.525

- Spin multiplicity: 1
- Frontier orbital gap: 7.6 eV
- HOMO: -0.2942 hartree
- SMILES string: CP(Cl)[C@@]12C=CC=CC1=CC=N2
- Max |F|: 3.19 eV/A


> Which value of max |F| does entry 2 give?

2.48 eV/A